(1)
Density functional theory data (ωB97M-V/def2-TZVPD) for 2 unconnected molecules or ions with the total composition C6H11N at a distorted geometry.

Computed properties:
**HOMO-LUMO gap**: 3.118 eV
**HOMO level**: -6.143 eV
**Energy above the lowest of the compared OMol25 structures with the same formula, charge and spin**: 900.4 kJ/mol
**Multiplicity**: 1

```
18
C6H11N, DFT ωB97M-V/def2-TZVPD
C -2.2412 0.3625 0.7378
C 2.3178 1.2794 -0.3878
C 1.6383 0.1135 -0.0777
C 1.9232 -0.6454 1.0366
C -0.3377 -1.2208 -0.8000
C 0.6070 -0.3114 -1.1007
N -2.9584 -0.3308 -0.2603
H -2.7503 0.7587 1.6557
H -1.6504 1.2531 0.4310
H 3.1216 1.5528 0.2833
H 1.8877 1.8856 -1.1726
H 2.6645 -0.3181 1.7574
H 1.5513 -1.6434 1.2331
H -0.4062 -2.2189 -0.3936
H -1.3342 -0.7836 -1.1053
H 0.7021 0.1852 -2.0517
H -1.4369 -0.3053 1.1194
H -3.2982 0.3870 -0.9045
```

(2)
Density functional theory data (ωB97M-V/def2-TZVPD) for 2 unconnected molecules or ions with the total composition C4H8N2O.

Computed properties:
**SMILES**: [H]/N=C(/C)O.C#CN
**HOMO-LUMO gap**: 9.743 eV
**HOMO level**: -8.975 eV
**Energy above the lowest of the compared OMol25 structures with the same formula, charge and spin**: 308.3 kJ/mol
**Multiplicity**: 1

```
15
C4H8N2O, DFT ωB97M-V/def2-TZVPD
H -3.6374 -1.2427 -0.2373
N -2.6751 -1.2801 -0.5681
C -2.0132 -0.2213 -0.4542
C -0.5904 -0.1536 -0.8969
O -2.4534 0.9556 0.0567
H -0.4693 0.6580 -1.6101
H 0.0470 0.0556 -0.0395
H -0.3114 -1.0987 -1.3485
H -3.3736 0.8911 0.3477
C 1.9564 0.2274 2.0909
C 2.4283 0.2806 0.9901
N 2.8951 0.3832 -0.2670
H 1.5352 0.1972 3.0481
H 3.7986 0.8343 -0.3284
H 2.8631 -0.4864 -0.7834
```

(3)
Density functional theory data (ωB97M-V/def2-TZVPD) for a gas-phase ion, C2H2NO2 (charge -1) at a distorted geometry.

Computed properties:
**SMILES**: C=NC(=O)[O-]
**HOMO-LUMO gap (alpha / beta)**: 7.033 / 7.034 eV
**HOMO level (alpha / beta)**: -2.878 / -2.879 eV
**Energy above the lowest of the compared OMol25 structures with the same formula, charge and spin**: 320.4 kJ/mol
**Total charge**: -1
**Multiplicity**: 1

```
7
C2H2NO2, DFT ωB97M-V/def2-TZVPD
C -1.1987 -0.2379 0.0323
N -0.0631 -0.3708 0.5646
C 1.1008 -0.0482 -0.0091
O 2.0803 -0.6525 -0.4425
O 1.2799 1.6428 0.3522
H -2.1212 -0.4140 0.5358
H -1.0781 0.0807 -1.0334
```

(4)
Density functional theory data (ωB97M-V/def2-TZVPD) for a molecular structure, C16H13BrN3O7PbSe at a distorted geometry.

Computed properties:
**HOMO-LUMO gap**: 3.192 eV
**HOMO level**: -1.072 eV
**Total charge**: -1
**Multiplicity**: 1

```
42
C16H13BrN3O7PbSe, DFT ωB97M-V/def2-TZVPD
Pb 1.5070 1.2855 -0.6942
O -1.7532 0.3579 -1.3018
C -0.6023 1.0329 -1.5270
O 0.3483 0.4607 -2.0376
C -0.6981 2.4993 -1.1833
O 0.6118 3.0393 -1.0533
C 0.9051 3.4708 0.2992
C 0.6529 2.4173 1.4125
O 0.4222 2.9186 2.5536
O 0.6609 1.2016 1.0695
H -1.4385 -0.5658 -1.3798
H -1.1825 3.0016 -2.0268
H -1.3145 2.6512 -0.2911
H 1.9634 3.7498 0.3245
H 0.3144 4.3728 0.4975
Se 5.1548 -0.1487 2.4893
N 5.0039 -1.8104 1.8213
C 4.0607 -1.8583 0.8676
C 3.7125 -3.0069 0.1632
C 2.7072 -2.9079 -0.8064
C 2.0798 -1.6670 -1.0442
N 2.4451 -0.5604 -0.3358
C 3.4274 -0.6632 0.6098
N 3.8537 0.3682 1.3555
H 4.2035 -3.9544 0.3567
H 2.4176 -3.7845 -1.3679
H 1.3039 -1.5867 -1.7913
Br -0.5792 -2.3599 1.0906
C -2.2679 -1.6505 0.5784
C -3.3398 -2.5592 0.5736
C -4.6357 -2.1346 0.2794
C -4.8715 -0.7957 -0.0068
C -3.8080 0.1086 -0.0078
C -2.4863 -0.3001 0.2747
C -1.4017 0.7465 0.2351
O -1.7048 1.8876 0.7102
O -0.2974 0.4428 -0.3117
H -3.1682 -3.6053 0.8110
H -5.4561 -2.8453 0.2847
H -5.8758 -0.4465 -0.2269
H -3.9931 1.1600 -0.2286
H 3.1187 2.0382 -1.0358
```

(5)
Density functional theory data (ωB97M-V/def2-TZVPD) for 2 unconnected molecules or ions with the total composition C4H8Si at a distorted geometry.

Computed properties:
**HOMO-LUMO gap**: 8.060 eV
**HOMO level**: -8.605 eV
**Energy above the lowest of the compared OMol25 structures with the same formula, charge and spin**: 296.8 kJ/mol
**Multiplicity**: 1

```
13
C4H8Si, DFT ωB97M-V/def2-TZVPD
C 1.9849 0.0541 -0.8236
C 1.5650 1.2412 -1.8051
C -1.9245 -0.2800 2.0072
C -2.3910 -1.2261 1.1709
Si 0.8138 1.3405 -0.0762
H 1.5710 -0.9272 -1.2126
H 3.0678 0.1001 -0.6861
H 2.4217 1.8710 -2.0133
H 1.2427 0.9577 -2.8466
H -1.7048 0.7834 1.8909
H -1.2965 -0.7356 2.7221
H -2.3011 -2.2899 1.2826
H -3.0490 -0.8892 0.3900
```

(6)
Density functional theory data (ωB97M-V/def2-TZVPD) for a molecular structure, C42H56BN7P2Re.

Computed properties:
**<S²>**: 3.80
**HOMO-LUMO gap (alpha / beta)**: 6.886 / 5.857 eV
**HOMO level (alpha / beta)**: -12.680 / -12.722 eV
**Energy above the lowest of the compared OMol25 structures with the same formula, charge and spin**: 0.0 kJ/mol
**Total charge**: +2
**Multiplicity**: 4

```
109
C42H56BN7P2Re, DFT ωB97M-V/def2-TZVPD
Re 0.5772 -0.7255 -0.5747
C 3.0474 -4.2782 -1.6040
C 1.6222 -4.3841 -1.0446
C 1.4697 -5.7892 -0.4403
C 0.6029 -4.2938 -2.1913
P 1.2969 -2.9690 0.1683
C -0.1933 -3.5535 1.1043
N -1.9381 -2.7313 -0.4332
B -1.3088 -1.4940 -1.2008
N -2.4344 -0.8304 -1.7105
C -2.3995 0.5378 -2.1720
P -0.6525 1.1471 -2.0186
C -0.9172 2.8427 -1.2648
C -1.6481 2.6150 0.0700
C 0.4322 3.5148 -1.0032
C -1.7784 3.7822 -2.1161
C -0.1741 1.2466 -3.8406
C 1.2508 1.7884 -4.0070
C -1.0861 2.1047 -4.7301
C -0.2900 -0.1946 -4.3659
C -3.6409 -1.4818 -1.3989
C -4.9330 -1.1473 -1.7524
C -5.9538 -2.0092 -1.3596
C -5.6876 -3.1779 -0.6587
C -4.3832 -3.5063 -0.2990
C -3.3880 -2.6225 -0.6510
C 2.6435 -2.9130 1.4857
C 3.8303 -2.1162 0.9289
C 3.1112 -4.2882 1.9662
C 2.1057 -2.1537 2.7083
H 3.1536 -4.9916 -2.4237
H 3.7895 -4.5401 -0.8521
H 3.2911 -3.2914 -1.9883
H 1.6889 -6.5099 -1.2315
H 0.4570 -6.0048 -0.1004
H 2.1569 -5.9878 0.3749
H 0.9222 -4.9526 -3.0011
H 0.4737 -3.2901 -2.5958
H -0.3784 -4.6690 -1.8835
H 0.0605 -3.6416 2.1593
H -0.5219 -4.5435 0.7877
H -3.0554 1.1464 -1.5474
H -2.7548 0.6207 -3.1988
H -1.3229 1.7147 0.5878
H -2.7283 2.5549 -0.0655
H -1.4563 3.4636 0.7300
H 1.0238 2.9714 -0.2731
H 0.2519 4.5133 -0.5990
H 1.0253 3.6290 -1.9095
H -2.6703 3.3011 -2.5206
H -1.2176 4.2273 -2.9331
H -2.1132 4.6002 -1.4742
H 1.2732 2.8685 -3.8664
H 1.5889 1.5916 -5.0268
H 1.9708 1.3477 -3.3246
H -0.9299 3.1685 -4.5890
H -2.1481 1.8916 -4.6148
H -0.8307 1.8800 -5.7684
H 0.2002 -0.9236 -3.7254
H 0.1617 -0.2491 -5.3583
H -1.3338 -0.4976 -4.4657
H -5.1476 -0.2588 -2.3305
H -6.9749 -1.7726 -1.6258
H -6.4970 -3.8423 -0.3921
H -4.1783 -4.4274 0.2298
H 4.2238 -2.5215 -0.0019
H 4.6378 -2.1352 1.6637
H 3.5605 -1.0736 0.7676
H 3.6817 -4.8282 1.2136
H 2.2833 -4.9152 2.3026
H 3.7712 -4.1394 2.8235
H 1.6292 -1.2132 2.4422
H 2.9529 -1.9199 3.3561
H 1.4116 -2.7463 3.3045
C -2.3915 -2.8933 2.0016
C -2.6359 -2.0800 3.0586
C -1.9287 -0.8868 3.1668
C -0.9827 -0.4851 2.1637
N -0.8011 -1.1832 1.0391
C -1.3571 -2.5537 0.9863
N -0.3215 0.6406 2.5094
C 0.7503 1.0903 1.9231
N 1.3625 0.6398 0.7928
C 2.5239 1.4018 0.5913
N 3.3754 1.3410 -0.3544
C 3.3770 0.4873 -1.4343
C 4.5087 0.6063 -2.2545
C 4.6470 -0.1622 -3.3829
C 3.6388 -1.0752 -3.6788
C 2.5647 -1.1594 -2.8308
N 2.3958 -0.3976 -1.7274
C 2.6248 2.3870 1.6793
C 3.5726 3.3547 1.9471
C 3.3559 4.1553 3.0638
C 2.2334 3.9825 3.8739
C 1.2887 2.9999 3.5989
C 1.5117 2.2131 2.4854
H -2.8643 -3.8604 1.9122
H -3.3501 -2.3660 3.8187
H -2.0444 -0.2153 4.0030
H -1.5933 -3.6131 -0.8066
H 5.2502 1.3327 -1.9570
H 5.5155 -0.0622 -4.0194
H 3.6855 -1.7197 -4.5451
H 1.7841 -1.8769 -3.0247
H 4.4398 3.4817 1.3139
H 4.0700 4.9288 3.3122
H 2.1001 4.6256 4.7333
H 0.4188 2.8539 4.2244
```

(7)
Density functional theory data (ωB97M-V/def2-TZVPD) for a molecular structure, C5H11FeO3 at a distorted geometry.

Computed properties:
**<S²>**: 12.02
**HOMO-LUMO gap (alpha / beta)**: 6.275 / 3.285 eV
**HOMO level (alpha / beta)**: -10.853 / -12.082 eV
**Energy above the lowest of the compared OMol25 structures with the same formula, charge and spin**: 0.0 kJ/mol
**Total charge**: +1
**Multiplicity**: 7

```
20
C5H11FeO3, DFT ωB97M-V/def2-TZVPD
O 1.1129 0.5951 1.0705
C -0.2140 0.3384 1.3924
C -1.0065 -0.1360 0.1855
O -1.7362 0.9671 -0.3439
C -2.5791 0.7093 -1.3726
C -3.1598 1.6831 -2.0747
Fe 1.6565 1.7612 -0.2204
H -0.6726 1.2405 1.8411
H -0.2909 -0.4411 2.1742
H -1.6738 -0.9614 0.4757
H -0.3954 -0.5592 -0.6275
H -2.5875 -0.3316 -1.7148
H -2.9142 2.7320 -1.9031
H -3.8721 1.4227 -2.8553
O 2.6462 -1.3367 1.6609
H 2.0249 -0.5881 1.4810
C 3.2746 -1.6942 0.4573
H 3.8655 -2.6054 0.6261
H 2.5475 -1.8790 -0.3539
H 3.9741 -0.9167 0.1015
```

(8)
Density functional theory data (ωB97M-V/def2-TZVPD) for 11 unconnected molecules or ions with the total composition H23O11 at a distorted geometry.

Computed properties:
**HOMO-LUMO gap**: 10.272 eV
**HOMO level**: -13.285 eV
**Energy above the lowest of the compared OMol25 structures with the same formula, charge and spin**: 483.1 kJ/mol
**Total charge**: +1
**Multiplicity**: 1

```
34
H23O11, DFT ωB97M-V/def2-TZVPD
O 1.8382 1.6173 -1.5483
H 2.4375 2.0776 -0.9640
H 1.8541 2.0202 -2.4219
O 3.6082 2.5503 1.3991
H 3.7638 2.5996 2.4304
H 3.7049 3.4481 1.1286
O -2.2165 -2.3494 2.8899
H -0.7999 2.5667 1.2150
H -2.4343 -1.9081 2.1397
O 0.3224 -2.4173 1.4025
H 0.1142 -3.2114 1.9075
H -0.2087 -1.6886 1.6172
O 1.3947 -0.8006 -3.4430
H 0.8964 -0.8711 -2.5674
H 2.0780 -1.4331 -3.4025
O -2.0752 -2.0991 -0.7538
H -2.3563 -2.9242 -0.5068
H -2.0020 -1.7802 3.5956
O 0.4702 -0.9071 -0.7289
H -1.6651 -2.0092 -1.6499
O 0.5957 3.2520 2.6508
H 0.5446 4.2034 2.8717
H 1.4539 3.0801 2.5377
O -1.4549 -1.3635 -3.4862
H -2.2853 -1.2097 -3.8578
H -0.9763 -1.7465 -4.1991
O -0.5503 1.7310 1.5458
H -1.2169 0.6263 -0.6641
H -0.1147 1.7048 2.4707
O -2.0064 0.5546 -0.0782
H -1.9479 -0.5018 -0.3889
H -1.7170 0.5857 0.9070
H 0.2629 -1.5338 -0.0979
H 1.1111 -0.2080 -0.6523
```

Among the records above, which one has the highest multiplicity? C5H11FeO3

What is the formula in the fifth record? C4H8Si